Entry 1:
21
Properties=species:S:1:pos:R:3:nbo_charge:R:1 method="wB97M-V/def2-TZVPD" lumo_ev="0.36 / 0.50" e_tot_ha=-437.32567 homo_lumo_gap_ha="0.257 / 0.271" e_above_lowest_ev=6.4506
C 1.01422 0.13798 -1.12983 0.065
H -1.45550 -2.79929 2.00874 0.395
H -0.72834 1.98997 0.01421 0.220
C 1.52361 1.20288 -1.76681 -0.465
H 2.86781 -2.10488 0.93712 0.202
H -0.91746 0.59671 -1.55578 0.359
H -0.57991 1.19423 1.78101 0.235
H 2.52569 1.44775 -1.72033 0.214
N -1.03920 -0.56226 -0.04028 -0.331
N -0.41937 -0.21271 -1.25556 -0.412
H 3.60381 -1.50562 -0.48486 0.174
N -0.64252 -2.33253 1.57331 -0.695
C -2.00902 0.41742 0.50134 -0.218
C 2.72967 -1.48033 0.09838 -0.429
H -2.77739 -0.21161 1.08234 0.228
C -1.20581 1.57088 0.97711 -0.636
C 1.71019 -0.70792 -0.18976 -0.097
H -2.63377 0.60860 -0.49906 0.190
H 0.75322 1.80241 -2.33619 0.180
H -1.81210 2.39928 1.23618 0.221
C -0.50782 -1.45097 0.76871 0.601

=====

Entry 2:
9
Properties=species:S:1:pos:R:3:nbo_charge:R:1 method="wB97M-V/def2-TZVPD" lumo_ev="-0.65 / -0.54" e_tot_ha=-321.18835 homo_lumo_gap_ha="0.311 / 0.294" e_above_lowest_ev=5.1510
C 2.36295 -0.77644 1.62692 0.330
O -1.95183 1.01564 -0.10246 -0.624
H -1.58014 1.89044 -0.34818 0.502
O 1.54700 -0.10501 2.22817 -0.464
C -0.24218 -0.03223 -1.39361 0.127
N 0.44834 0.08520 -2.28080 -0.280
C -1.23059 -0.04449 -0.45456 0.086
H 2.09124 -1.17482 0.61501 0.135
H -1.44479 -0.85828 0.10953 0.189

=====

Entry 3:
12
Properties=species:S:1:pos:R:3:nbo_charge:R:1 method="wB97M-V/def2-TZVPD" smiles=N#C[C@H](O)CN lumo_ev=0.65 e_tot_ha=-302.63352 homo_lumo_gap_ha=0.394 e_above_lowest_ev=1.6213
H -2.40386 -0.71039 0.32314 0.369
C 0.65210 0.52081 0.13533 -0.003
H -0.42895 -0.69079 -1.31920 0.196
H 0.51636 1.56499 0.43648 0.216
C -0.66686 -0.01669 -0.48868 -0.232
H -1.26237 -0.38960 1.44351 0.371
H -1.21045 0.84193 -0.90844 0.187
N -1.41281 -0.76686 0.51283 -0.847
N 2.56012 0.45168 -1.68577 -0.304
H 0.90089 -1.12387 1.12854 0.484
C 1.73456 0.49408 -0.87749 0.247
O 1.02126 -0.17528 1.29974 -0.682

=====

Entry 4:
51
Properties=species:S:1:pos:R:3:mulliken_spin:R:1 method="wB97M-V/def2-TZVPD" lumo_ev="-1.13 / -1.13" spin_multiplicity=4 e_tot_ha=-3223.78702 homo_lumo_gap_ha="0.285 / 0.292" e_above_lowest_ev=0.4894 s_squared=3.757
C 0.04265 4.52223 -2.59996 0.001
C 3.01602 2.30557 -2.22634 -0.001
H 1.72233 4.13704 -3.89433 0.000
H 3.66704 2.75243 -2.98573 0.001
N -0.00422 1.54919 1.45848 0.033
H -0.43767 -2.09907 3.59402 0.000
H 0.52753 -2.23280 2.10508 0.000
O -1.46746 1.26388 -3.51432 0.008
N 1.61187 2.61288 -2.42634 0.043
O -2.65581 1.14015 4.59493 0.000
H 1.62336 0.39186 -0.15750 -0.018
O -0.73670 -4.86981 2.84323 0.000
C -0.40550 -1.85413 2.53071 0.000
C -0.56066 1.46488 -2.73704 0.002
S -0.89477 -4.26338 1.55464 0.000
N -0.43534 -0.42480 2.34817 0.001
C -1.77444 -6.64182 0.62365 0.000
H 1.36939 0.69539 -3.21174 -0.001
O 0.29119 -4.10839 0.75182 0.000
C 0.27370 0.24713 1.42601 -0.010
C -0.91500 1.72889 2.43692 0.007
H -2.48686 -7.23877 0.05668 0.000
O 2.47848 2.86539 0.02386 0.069
C 1.27847 -0.37565 0.54022 0.027
H -0.01533 5.57808 -2.89785 0.000
O 4.61615 3.02122 -0.57867 0.008
H 0.87327 -1.22094 -0.01462 0.001
H -2.44294 -2.61806 2.42924 0.000
H -3.10093 -4.97201 1.04685 0.000
C 1.45977 4.00972 -2.83235 -0.009
H 2.13540 4.60455 -2.20971 -0.001
H 0.87121 1.98107 -4.33140 0.004
C -1.21523 0.50599 3.00306 -0.004
H -1.74561 -2.13397 0.83994 0.000
O -0.62625 1.48988 -1.46747 0.060
H -0.67926 3.94403 -3.18946 0.000
C -1.54787 -2.56587 1.81717 0.000
C 0.89638 1.67624 -3.27966 0.001
H 2.13079 -0.72258 1.12539 0.002
N -2.12807 0.20170 4.02723 0.000
H -1.76675 -6.98271 1.65568 0.000
H -1.16477 4.66354 -1.06046 0.001
H -1.31458 2.68917 2.69162 0.000
H -0.77675 -6.78758 0.21380 0.000
C -2.13913 -5.17257 0.58477 0.000
H -2.09250 -4.76396 -0.41960 0.000
H 3.17066 1.22548 -2.22007 -0.001
O -0.24433 4.41599 -1.20437 0.023
O -2.34039 -0.97681 4.27556 0.000
C 3.44912 2.79911 -0.79235 0.007
Co 0.61031 2.54300 -0.34739 2.744

=====

Entry 5:
16
Properties=species:S:1:pos:R:3:nbo_charge:R:1 method="wB97M-V/def2-TZVPD" lumo_ev=0.55 e_tot_ha=-648.75789 homo_lumo_gap_ha=0.358 e_above_lowest_ev=2.5920
C 1.98693 1.75597 1.69193 0.317
H 1.30335 -1.24724 0.65302 0.219
H -0.56900 -0.21817 1.99087 0.219
S -0.32749 1.90817 -0.31298 -0.080
C -0.95233 -0.40061 1.09382 -0.630
H -1.00400 -1.48271 1.05847 0.203
H -0.93267 2.15214 -1.67222 0.151
C 1.33953 -0.21484 0.25890 -0.257
C -0.59502 -0.58910 -1.36254 -0.622
H 0.16678 -0.17677 -2.23728 0.215
H -0.41051 -1.62799 -1.01982 0.211
N 1.71682 0.76451 1.18541 -0.539
C -0.15131 0.07355 -0.07008 -0.116
H 2.03645 -0.27545 -0.60368 0.236
H -2.01497 -0.11321 1.12098 0.232
H -1.59257 -0.30825 -1.77480 0.240

=====

Entry 6:
17
Properties=species:S:1:pos:R:3:nbo_charge:R:1 method="wB97M-V/def2-TZVPD" smiles="CC1(C)C[C@H]1C(=O)Br" lumo_ev=0.69 e_tot_ha=-2883.21910 homo_lumo_gap_ha=0.391 e_above_lowest_ev=0.2482
O -0.36657 -2.53339 -1.26865 -0.501
C -0.09231 -0.83319 0.66561 -0.320
C -0.11014 0.50633 -0.09427 -0.020
Br 1.41661 -3.44114 0.54048 -0.156
H 1.07859 0.99400 -1.66684 0.217
C 0.05916 0.64188 -1.58535 -0.614
H -2.31317 -0.07553 -0.07101 0.243
C 0.73096 1.39560 0.87004 -0.600
H 0.50650 -0.94107 1.52432 0.245
H 0.62998 2.42080 0.51454 0.215
H -0.54007 1.39042 -2.06456 0.221
H 1.74573 1.00078 0.95772 0.216
C 0.00653 -2.20281 -0.22119 0.596
H -1.65432 0.56797 1.46617 0.220
H -0.08767 -0.31696 -1.98697 0.233
C -1.37517 0.06717 0.53823 -0.402
H 0.36533 1.35913 1.88173 0.209

=====

Entry 7:
16
Properties=species:S:1:pos:R:3:nbo_charge:R:1 method="wB97M-V/def2-TZVPD" smiles=Cc1ccc[nH]1.O lumo_ev=0.82 e_tot_ha=-325.91046 homo_lumo_gap_ha=0.328 e_above_lowest_ev=0.7372
H -0.39544 2.69971 -0.77236 0.214
C -0.83457 0.64131 -0.37316 0.130
N 0.27486 0.23141 0.29804 -0.526
C -0.00449 -0.90358 1.02476 -0.092
C -1.82417 -0.27283 -0.11420 -0.303
C -0.82837 1.83550 -1.26425 -0.636
C -1.29543 -1.24860 0.76396 -0.298
H 3.41366 -1.19589 0.49050 0.471
H -1.80428 -2.12054 1.14677 0.221
H -2.81376 -0.20964 -0.52782 0.216
H 0.78036 -1.33398 1.62874 0.206
O 3.28324 -0.42406 -0.06609 -0.943
H 2.51639 -0.65149 -0.60155 0.475
H -1.85795 2.07223 -1.53802 0.229
H -0.23217 1.64792 -2.16089 0.217
H 1.10334 0.77807 0.46690 0.420

=====

Entry 8:
8
Properties=species:S:1:pos:R:3:nbo_charge:R:1 method="wB97M-V/def2-TZVPD" lumo_ev="-2.15 / -3.08" e_tot_ha=-1896.16860 homo_lumo_gap_ha="0.294 / 0.266" e_above_lowest_ev=4.8346
O 1.96520 0.75752 -0.53322 -1.115
O -0.32910 -0.77483 -0.18192 -0.928
Cl 3.48014 -1.02409 0.09376 -0.116
Cl 0.43656 -2.15137 0.45775 0.308
H -0.78542 1.32895 -0.74905 -0.149
Cl -3.05584 0.14622 1.13288 0.476
O -2.15677 1.20745 0.44690 -0.484
Si 0.44523 0.51015 -0.66710 2.007